[1]
Below is a cluster of 2 separate species, C6H6O2 in total in a non-equilibrium geometry, with properties calculated with ωB97M-V/def2-TZVPD.

XYZ file:
```
14
Properties=species:S:1:pos:R:3:mulliken_spin:R:1
C -0.27785 0.31010 0.34947 0.058
C 0.40300 0.59911 -0.61589 0.476
C 3.08186 -1.88333 1.32154 0.004
C -1.06091 -1.24993 2.01618 0.818
C -0.79342 -0.00684 1.60400 0.522
C 1.11567 1.08999 -1.74199 -0.004
O 2.30946 -1.47151 2.08469 0.004
O 3.78134 -2.31567 0.54941 -0.001
H -1.28764 -1.41248 3.08968 0.015
H -0.90845 -2.16743 1.53662 0.020
H -1.05775 0.84906 2.27207 0.010
H 2.16583 0.78560 -1.76604 0.039
H 1.08814 2.21900 -1.80813 0.001
H 0.63839 0.66547 -2.68835 0.036
```

For the energy, the calculation gives -382.51574 a.u. The frontier orbital gap (alpha / beta) comes out at 5.86 / 7.73 eV. Its spin multiplicity is 3. Its energy relative to the best compared isomer or geometry (same formula, charge and spin) is 0.00 kcal/mol. The HOMO energy (alpha / beta) is -5.3 / -9.8 eV.

=====

[2]
Below is an isolated molecule of C6H6O2S in a non-equilibrium geometry, with properties calculated with ωB97M-V/def2-TZVPD.

XYZ file:
```
15
Properties=species:S:1:pos:R:3:mulliken_spin:R:1
C 2.19481 -0.34119 -0.62644 -0.018
C 0.83278 -0.66480 -0.84702 0.078
C 2.18369 0.68077 0.24958 0.049
C 0.11556 0.14979 -0.05661 -0.075
C -1.97772 -1.09148 0.37842 0.116
C -1.22713 0.31534 0.46073 0.354
O -1.55040 -1.93936 -0.34605 0.190
O 0.93626 0.94116 0.65147 0.013
S -2.50782 1.58633 -0.19798 1.289
H 3.01203 -0.90271 -0.96692 0.000
H 0.57258 -1.68422 -1.22405 0.010
H 3.02723 1.24192 0.70634 0.003
H -2.89152 -1.06858 1.09046 0.013
H -1.14220 0.46515 1.52610 0.003
H -1.57813 2.31190 -0.79803 -0.025
```

For the energy, the calculation gives -780.65961 a.u. The frontier orbital gap (alpha / beta) comes out at 5.58 / 5.05 eV. Its spin multiplicity is 3. Its energy relative to the best compared isomer or geometry (same formula, charge and spin) is 94.63 kcal/mol. The HOMO energy (alpha / beta) is -5.1 / -8.6 eV.

=====

[3]
Below is an isolated molecule of C6H6O3 in a non-equilibrium geometry, with properties calculated with ωB97M-V/def2-TZVPD.

XYZ file:
```
15
Properties=species:S:1:pos:R:3:mulliken_charge:R:1
C -1.30020 -0.56461 0.01818 0.675
C -0.13934 -1.39036 -0.20254 -0.734
C 1.10632 -0.82698 -0.06643 0.488
C 1.26552 0.55403 0.21034 -0.683
C 0.05979 1.37279 -0.05483 0.611
C -1.19430 0.82689 -0.11396 -0.736
H -2.34311 -2.04162 0.07842 0.293
H 0.03314 -2.44116 -0.39707 0.236
H 2.58321 -2.16643 -0.40437 0.315
H 2.23581 0.74288 0.62840 0.384
H -0.30940 3.24984 -0.32676 0.298
H -2.18754 1.31769 -0.00115 0.295
O -2.53995 -1.13478 0.16821 -0.497
O 2.37005 -1.35228 0.06487 -0.491
O 0.32004 2.67560 -0.02334 -0.455
```

For the energy, the calculation gives -457.89118 a.u. The frontier orbital gap comes out at 8.68 eV. Its energy relative to the best compared isomer or geometry (same formula, charge and spin) is 28.83 kcal/mol. The HOMO energy is -8.0 eV.

=====

[4]
Below is an isolated molecule of C6H6OS in a non-equilibrium geometry, with properties calculated with ωB97M-V/def2-TZVPD.

XYZ file:
```
14
Properties=species:S:1:pos:R:3:mulliken_charge:R:1
C -2.20969 -0.22800 -0.35963 -0.247
C -1.41888 -1.26075 0.01750 -0.557
C -0.24534 -0.70222 0.61027 0.172
C 1.92939 0.71129 -0.18582 -0.227
C 0.92386 1.57671 -0.05776 -0.634
C -0.43696 0.89103 0.49135 0.047
H -3.00746 -0.38593 -1.02541 0.422
H -1.77411 -2.21579 -0.30821 0.346
H 0.08816 -0.93559 1.74838 0.289
H 2.98748 0.87236 -0.42471 0.350
H 0.66588 2.54497 -0.46860 0.358
H -0.56574 1.48906 1.37463 0.259
O -1.68419 1.06472 -0.17947 -0.422
S 1.48907 -0.98845 -0.15973 -0.156
```

For the energy, the calculation gives -705.54908 a.u. The frontier orbital gap comes out at 9.04 eV. Its energy relative to the best compared isomer or geometry (same formula, charge and spin) is 48.43 kcal/mol. The HOMO energy is -8.2 eV.

=====

[5]
Below is a structure of composition C6H6OS in a non-equilibrium geometry, with properties calculated with ωB97M-V/def2-TZVPD.

XYZ file:
```
14
Properties=species:S:1:pos:R:3:mulliken_charge:R:1
C -1.65590 -0.98982 0.13764 -0.271
C -0.32259 -0.10335 -0.08422 0.985
C 0.86838 -0.90668 -0.26225 -0.615
C 2.06224 -0.08742 -0.17288 0.062
C 1.44404 1.31788 -0.12533 -0.393
C 0.04819 1.26110 -0.03591 -0.684
H -2.17716 1.07717 0.25574 0.351
H -1.95944 -1.59456 1.09469 0.185
H -1.77487 -1.83356 -0.58010 0.282
H 0.87989 -2.00418 -0.31948 0.360
H 2.13921 2.17553 -0.17262 0.386
H -0.47361 2.11034 0.46739 0.147
O -2.70354 0.00318 -0.21595 -0.550
S 3.62515 -0.42562 0.01329 -0.245
```

For the energy, the calculation gives -705.46633 a.u. The frontier orbital gap comes out at 6.65 eV. Its energy relative to the best compared isomer or geometry (same formula, charge and spin) is 100.35 kcal/mol. The HOMO energy is -8.7 eV.

=====

[6]
Below is an isolated molecule of C6H7B in a non-equilibrium geometry, with properties calculated with ωB97M-V/def2-TZVPD.

XYZ file:
```
14
Properties=species:S:1:pos:R:3:mulliken_spin:R:1
B 1.58499 1.11491 0.37350 0.454
C -1.09351 -0.91657 0.07221 0.094
C 0.26097 -1.18561 -0.06943 0.400
C -1.79295 0.20284 0.07901 0.518
C 1.17041 -0.20679 -0.03304 0.412
C -2.81365 1.00249 -0.09762 -0.063
C 2.68143 -0.01465 -0.06229 -0.057
H 1.37868 2.14185 0.76094 -0.026
H -1.75323 -1.86111 0.11092 0.026
H 0.41267 -2.30309 -0.35675 0.016
H -3.13544 1.56723 0.65407 0.032
H -3.42165 0.92358 -1.05328 0.055
H 3.35999 -0.41201 0.67029 0.061
H 3.16129 -0.05307 -1.04852 0.077
```

For the energy, the calculation gives -257.39903 a.u. The frontier orbital gap (alpha / beta) comes out at 7.08 / 6.71 eV. Its spin multiplicity is 3. Its energy relative to the best compared isomer or geometry (same formula, charge and spin) is 69.65 kcal/mol. The HOMO energy (alpha / beta) is -6.5 / -9.3 eV.